Arrangement one

ORCA calculation (the ωB97M-V functional and the def2-TZVPD basis) on one molecule with the formula CH4N4S.

Cartesian coordinates (Å):
C: -1.560 0.487 0.161
N: 1.640 -0.543 0.797
N: 1.022 0.505 1.092
N: 0.826 -0.073 -1.260
N: 1.517 -0.910 -0.422
S: 0.164 1.061 -0.316
H: -2.240 0.773 -0.633
H: -1.806 0.996 1.085
H: -1.562 -0.588 0.302
H: 1.998 -1.708 -0.808

The molar mass comes out at 104.138 g/mol. For the HOMO energy, the calculation gives -0.285 hartree.

Results of the natural (NBO) charge analysis, in e, for atoms 1 through 4:
1 C -0.840
2 N 0.032
3 N -0.483
4 N -0.714

---

Arrangement two

ORCA calculation (the ωB97M-V functional and the def2-TZVPD basis) on one molecule with the formula CH4N4S.

Cartesian coordinates (Å):
C: -1.584 -0.494 0.070
N: 1.685 0.243 -0.874
N: 0.939 -0.902 -0.847
N: 0.735 0.598 1.218
N: 1.487 0.950 0.181
S: 0.112 -0.997 0.561
H: -1.701 0.657 0.293
H: -2.304 -1.302 0.278
H: -1.380 -0.487 -1.039
H: 2.012 1.734 0.159

The molar mass comes out at 104.138 g/mol. For the HOMO energy (spin up / spin down), the calculation gives -0.282 / -0.282 hartree.

Results of the natural (NBO) charge analysis, in e, for atoms 1 through 4:
1 C -0.871
2 N -0.017
3 N -0.656
4 N -0.556

---

Arrangement three

ORCA calculation (the ωB97M-V functional and the def2-TZVPD basis) on one molecule with the formula CH4N4S.

Cartesian coordinates (Å):
C: 0.309 0.773 -1.273
N: -0.831 0.452 0.901
N: 0.498 -1.401 0.621
N: -0.240 -0.629 1.308
N: -0.872 0.668 -0.430
S: -0.654 2.277 -1.098
H: 1.331 0.668 -0.927
H: 0.085 0.223 -2.211
H: 0.850 -2.289 0.882
H: -0.477 -0.743 2.227

The molar mass comes out at 104.138 g/mol. For the HOMO energy (spin up / spin down), the calculation gives -0.294 / -0.294 hartree.

Results of the natural (NBO) charge analysis, in e, for atoms 1 through 4:
1 C -0.333
2 N -0.140
3 N -0.639
4 N -0.005

---

It turns out arrangement one is the most stable, with the second structure 105.2 kJ/mol higher.

---

Arrangement one

ORCA calculation (the ωB97M-V functional and the def2-TZVPD basis) on one molecule with the formula C4H11N3.

Cartesian coordinates (Å):
N: -1.560 -0.561 1.793
C: -0.219 -0.595 2.131
N: 0.705 0.158 1.726
C: 0.515 1.165 0.687
C: -0.046 0.652 -0.646
C: 0.687 -0.567 -1.184
N: 0.621 -0.749 -2.626
H: -1.813 0.139 1.116
H: -2.289 -0.789 2.443
H: 0.010 -1.336 2.895
H: -0.064 2.005 1.085
H: 1.530 1.490 0.446
H: 0.012 1.490 -1.347
H: -1.123 0.455 -0.677
H: 0.319 -1.487 -0.735
H: 1.741 -0.511 -0.933
H: 1.271 -0.172 -3.139
H: -0.296 -0.785 -3.035

The molar mass comes out at 101.153 g/mol. For the HOMO energy, the calculation gives -0.322 hartree.

Results of the natural (NBO) charge analysis, in e, for atoms 1 through 4:
1 N -0.850
2 C 0.283
3 N -0.492
4 C -0.256

---

Arrangement two

ORCA calculation (the ωB97M-V functional and the def2-TZVPD basis) on C4H11N3 as an isolated structure.

Cartesian coordinates (Å):
C: -0.915 0.926 -0.092
C: -1.009 -0.811 0.601
C: -1.970 -0.049 -0.421
C: -0.722 0.570 1.323
N: 0.009 1.399 -0.895
N: 1.409 -1.135 -0.680
N: 2.229 -0.013 -0.225
H: -1.530 -1.538 1.223
H: 1.009 1.241 -0.566
H: -0.110 1.175 -1.876
H: 0.267 -1.161 -0.022
H: 1.945 -1.995 -0.547
H: 3.046 0.093 -0.822
H: 2.581 -0.135 0.726
H: -2.019 -0.384 -1.455
H: -2.956 0.161 -0.005
H: -1.526 0.895 1.985
H: 0.262 0.761 1.746

The molar mass comes out at 101.153 g/mol. For the HOMO energy, the calculation gives -0.247 hartree.

Results of the natural (NBO) charge analysis, in e, for atoms 1 through 4:
1 C 0.470
2 C -0.548
3 C -0.450
4 C -0.460

---

It turns out arrangement one is the most stable, with the second structure 433.8 kJ/mol higher.

---

Arrangement one

ORCA calculation (the ωB97M-V functional and the def2-TZVPD basis) on one molecule with the formula C4H11N3.

Cartesian coordinates (Å):
N: 1.317 2.114 0.545
C: 0.738 1.111 -0.246
C: 0.871 -0.198 -0.013
N: 1.887 -0.647 0.853
C: -0.107 -1.267 -0.413
C: -1.418 -0.769 -1.058
N: -2.177 0.132 -0.208
H: 1.218 3.058 0.224
H: 1.391 1.959 1.535
H: -0.093 1.427 -0.861
H: 1.614 -1.218 1.638
H: 2.605 0.028 1.063
H: 0.366 -1.963 -1.111
H: -0.380 -1.798 0.504
H: -1.195 -0.382 -2.050
H: -1.960 -1.714 -1.143
H: -3.031 -0.285 0.132
H: -1.646 0.412 0.609

The molar mass comes out at 101.153 g/mol. For the HOMO energy, the calculation gives -0.264 hartree.

Results of the natural (NBO) charge analysis, in e, for atoms 1 through 4:
1 N -0.864
2 C -0.099
3 C 0.105
4 N -0.848

---

Arrangement two

ORCA calculation (the ωB97M-V functional and the def2-TZVPD basis) on a 2-piece molecular cluster, C4H11N3 overall.

Cartesian coordinates (Å):
H: 1.262 0.458 2.577
N: 1.762 -0.312 2.122
C: 0.907 -1.042 1.472
N: 1.256 -2.257 0.940
H: -0.183 -0.994 1.704
H: 2.266 -2.328 0.856
H: 0.848 -2.502 0.046
C: 1.111 1.427 -0.838
N: 0.335 0.501 -0.418
C: -1.227 0.847 -0.308
C: -1.959 0.150 -1.423
H: 0.752 2.411 -1.175
H: 2.202 1.318 -0.774
H: -1.333 1.933 -0.333
H: -1.566 0.497 0.670
H: -1.832 0.691 -2.367
H: -3.026 0.074 -1.197
H: -1.575 -0.872 -1.555

The molar mass comes out at 101.153 g/mol. For the HOMO energy, the calculation gives -0.326 hartree.

Results of the natural (NBO) charge analysis, in e, for atoms 1 through 4:
1 H 0.333
2 N -0.745
3 C 0.319
4 N -0.820

---

Arrangement three

ORCA calculation (the ωB97M-V functional and the def2-TZVPD basis) on a 4-piece molecular cluster, C4H11N3 overall.

Cartesian coordinates (Å):
C: 1.533 -1.654 0.914
N: 1.041 -1.043 1.924
N: -0.491 0.954 0.918
H: 1.742 -0.594 2.520
H: 0.171 1.408 1.519
H: -1.023 0.162 1.240
H: 1.638 -0.661 -0.895
H: 0.825 -2.201 0.293
H: 2.588 -1.918 0.811
C: -0.381 1.219 -0.442
C: -1.404 0.585 -1.304
C: -2.055 -0.541 -1.044
N: 0.095 2.345 -0.885
H: 0.487 2.935 -0.155
H: 1.315 0.059 -1.228
H: -1.469 1.044 -2.279
H: -1.954 -1.075 -0.110
H: -2.657 -1.022 -1.796

The molar mass comes out at 101.153 g/mol. For the HOMO energy, the calculation gives -0.321 hartree.

Results of the natural (NBO) charge analysis, in e, for atoms 1 through 4:
1 C -0.061
2 N -0.619
3 N -0.812
4 H 0.333

---

It turns out arrangement one is the most stable, with the second structure 79.4 kJ/mol higher.

---

Arrangement one

ORCA calculation (the ωB97M-V functional and the def2-TZVPD basis) on a 2-piece molecular cluster, CH5NOS overall.

Cartesian coordinates (Å):
C: -0.632 0.627 0.917
N: 1.148 0.319 -1.582
O: -0.218 1.298 -0.160
S: 0.833 -1.174 -1.220
H: -0.324 0.973 1.879
H: -0.234 -0.441 0.737
H: -1.711 0.555 0.748
H: 0.610 0.820 -2.267
H: 1.920 -1.325 -0.480

The molar mass comes out at 79.124 g/mol. For the HOMO energy (spin up / spin down), the calculation gives -0.357 / -0.314 hartree.

Results of the natural (NBO) charge analysis, in e, for atoms 1 through 4:
1 C -0.275
2 N -0.733
3 O -0.448
4 S 0.456

---

Arrangement two

ORCA calculation (the ωB97M-V functional and the def2-TZVPD basis) on a 2-piece molecular cluster, CH5NOS overall.

Cartesian coordinates (Å):
C: 1.096 -0.852 -1.301
N: -0.684 1.060 1.446
O: -1.966 -0.263 -0.170
S: -1.366 1.057 -0.032
H: 0.096 -0.989 -1.173
H: 1.766 -0.457 -0.454
H: 1.611 -1.269 -2.132
H: -0.608 0.147 1.922
H: 0.057 1.565 1.894

The molar mass comes out at 79.124 g/mol. For the HOMO energy (spin up / spin down), the calculation gives -0.324 / -0.285 hartree.

Results of the natural (NBO) charge analysis, in e, for atoms 1 through 4:
1 C -0.498
2 N -1.087
3 O -0.884
4 S 1.164

---

It turns out arrangement two is the most stable, with the second structure 73.2 kJ/mol higher.

---

Arrangement one

ORCA calculation (the ωB97M-V functional and the def2-TZVPD basis) on a 2-piece molecular cluster, CH5NOS overall.

Cartesian coordinates (Å):
N: -2.807 -0.056 0.284
S: -3.083 -1.535 0.491
H: -2.087 0.424 0.802
C: 1.331 0.572 -0.240
O: 1.197 -0.837 0.174
H: 0.361 1.070 0.182
H: 1.292 0.493 -1.331
H: 2.188 1.114 0.207
H: 1.609 -1.246 -0.568

The molar mass comes out at 79.124 g/mol. For the HOMO energy (spin up / spin down), the calculation gives -0.307 / -0.307 hartree.

Results of the natural (NBO) charge analysis, in e, for atoms 1 through 4:
1 N -0.782
2 S 0.430
3 H 0.352
4 C -0.262

---

Arrangement two

ORCA calculation (the ωB97M-V functional and the def2-TZVPD basis) on a 2-piece molecular cluster, CH5NOS overall.

Cartesian coordinates (Å):
N: -1.319 1.064 0.016
S: -2.490 -0.443 -0.017
H: -0.620 1.107 -0.692
H: -1.966 1.805 -0.176
H: -0.810 0.951 0.871
C: 1.857 -1.056 0.000
O: 1.259 -0.032 -0.169
H: 1.985 -1.554 1.093
H: 2.104 -1.843 -0.926

The molar mass comes out at 79.124 g/mol. For the HOMO energy, the calculation gives -0.284 hartree.

Results of the natural (NBO) charge analysis, in e, for atoms 1 through 4:
1 N -0.825
2 S -0.440
3 H 0.410
4 H 0.425

---

It turns out arrangement two is the most stable, with the second structure 38.4 kJ/mol higher.

---

Arrangement one

ORCA calculation (the ωB97M-V functional and the def2-TZVPD basis) on a 2-piece molecular cluster, CH5NOS overall.

Cartesian coordinates (Å):
N: 1.083 0.968 0.949
C: 1.729 1.058 -0.209
O: 1.610 0.199 -1.094
H: 0.221 0.510 1.097
H: 1.452 0.941 1.866
H: 2.275 2.015 -0.148
S: -3.014 -1.672 -1.461
H: -3.349 -2.545 -0.418
H: -2.008 -1.475 -0.581

The molar mass comes out at 79.124 g/mol. For the HOMO energy, the calculation gives -0.357 hartree.

Results of the natural (NBO) charge analysis, in e, for atoms 1 through 4:
1 N -0.858
2 C 0.521
3 O -0.565
4 H 0.386

---

Arrangement two

ORCA calculation (the ωB97M-V functional and the def2-TZVPD basis) on a 2-piece molecular cluster, CH5NOS overall.

Cartesian coordinates (Å):
N: -0.420 1.048 0.020
C: -0.263 0.680 -1.311
O: 0.860 0.345 -1.628
H: 0.434 1.121 0.537
H: -1.298 1.244 0.468
H: -1.059 0.733 -2.055
S: 0.876 -2.222 1.076
H: 0.877 -1.677 2.282
H: -0.008 -1.271 0.613

The molar mass comes out at 79.124 g/mol. For the HOMO energy, the calculation gives -0.351 hartree.

Results of the natural (NBO) charge analysis, in e, for atoms 1 through 4:
1 N -0.849
2 C 0.503
3 O -0.590
4 H 0.409

---

It turns out arrangement two is the most stable, with the second structure 83.0 kJ/mol higher.